[1]
{
  "formula": "C32H42BiN5O7S2Si2",
  "method": "wB97M-V/def2-TZVPD",
  "symbols": ["Bi", "C", "C", "N", "N", "C", "S", "S", "C", "C", "C", "C", "C", "C", "C", "C", "C", "C", "C", "C", "C", "O", "H", "H", "H", "H", "H", "H", "H", "H", "H", "H", "H", "H", "H", "H", "O", "C", "C", "C", "C", "C", "C", "C", "O", "N", "O", "O", "H", "H", "H", "H", "C", "Si", "C", "C", "C", "Si", "C", "C", "C", "H", "H", "H", "H", "H", "H", "H", "H", "H", "H", "H", "H", "H", "H", "H", "H", "H", "H", "H", "O", "N", "C", "C", "N", "O", "H", "H", "H", "H", "H"],
  "coordinates": [[-0.141, 1.065, 0.165], [0.106, -1.943, 3.777], [0.281, -2.426, 2.377], [-0.620, -2.153, 1.519], [-0.789, -2.658, 0.332], [-0.246, -2.483, -0.794], [1.241, -1.575, -1.161], [-1.140, -3.079, -2.188], [0.199, -3.685, -3.299], [1.025, -4.726, -2.620], [2.389, -4.526, -2.461], [3.168, -5.483, -1.835], [2.583, -6.630, -1.329], [1.218, -6.826, -1.466], [0.445, -5.886, -2.121], [1.542, -3.125, 2.054], [2.041, -4.198, 2.780], [3.260, -4.761, 2.449], [4.002, -4.261, 1.392], [3.530, -3.185, 0.664], [2.313, -2.618, 1.001], [1.884, -1.470, 0.368], [-0.843, -1.427, 3.864], [0.907, -1.253, 4.040], [0.143, -2.783, 4.470], [0.803, -2.839, -3.627], [-0.346, -4.093, -4.151], [2.835, -3.619, -2.839], [4.233, -5.332, -1.747], [3.194, -7.374, -0.838], [0.759, -7.716, -1.060], [-0.618, -6.039, -2.245], [1.460, -4.595, 3.600], [3.630, -5.599, 3.018], [4.954, -4.702, 1.142], [4.078, -2.770, -0.167], [-2.578, 1.812, 0.341], [-3.525, 1.628, -0.414], [-3.523, 1.115, -1.749], [-4.752, 0.839, -2.355], [-4.813, 0.315, -3.627], [-3.631, 0.051, -4.346], [-2.422, 0.324, -3.786], [-2.308, 0.872, -2.471], [-1.154, 1.147, -2.012], [-6.079, 0.016, -4.214], [-6.100, -0.343, -5.377], [-7.069, 0.137, -3.516], [-4.540, 1.862, -0.039], [-5.673, 1.028, -1.821], [-3.721, -0.372, -5.336], [-1.505, 0.128, -4.320], [-2.218, 4.354, 2.016], [-0.660, 4.468, 0.899], [0.215, 6.090, 1.433], [-1.162, 4.611, -0.931], [0.518, 3.009, 1.119], [2.116, 2.886, 0.097], [3.462, 1.965, 1.106], [1.745, 1.636, -2.427], [2.848, 4.428, -0.739], [-3.061, 4.844, 1.535], [-2.062, 4.853, 2.968], [-2.494, 3.323, 2.202], [-0.468, 6.934, 1.410], [1.049, 6.324, 0.781], [0.602, 6.020, 2.445], [-1.975, 5.314, -1.084], [-1.481, 3.646, -1.308], [-0.322, 4.933, -1.537], [0.689, 2.793, 2.166], [3.088, 0.991, 1.413], [3.776, 2.499, 1.999], [4.347, 1.805, 0.499], [0.295, 0.501, -2.864], [2.832, 1.625, -2.575], [1.333, 2.510, -2.967], [3.236, 5.128, -0.009], [2.113, 4.940, -1.348], [3.666, 4.135, -1.387], [1.258, 0.469, -3.014], [1.433, 1.772, -1.035], [-2.509, 1.265, 4.705], [-1.166, 1.757, 4.217], [-0.776, 2.944, 4.732], [-0.471, 1.132, 3.442], [-2.866, 1.818, 5.569], [-2.441, 0.208, 4.947], [-3.220, 1.377, 3.888], [-1.404, 3.516, 5.267], [0.043, 3.387, 4.348]],
  "total_energy_ha": -3634.95138,
  "mol_weight_g_mol": 938.00,
  "lumo_ev": -0.19,
  "gap_ev": 7.9
}

---

[2]
{
  "formula": "C2H8N3",
  "method": "wB97M-V/def2-TZVPD",
  "symbols": ["C", "N", "C", "N", "N", "H", "H", "H", "H", "H", "H", "H", "H"],
  "coordinates": [[1.659, -0.649, 0.505], [0.660, 0.396, 0.281], [-0.585, 0.285, -0.147], [-1.321, 1.396, -0.310], [-1.162, -0.890, -0.379], [1.952, -0.586, 1.548], [1.259, -1.636, 0.299], [2.464, -0.533, -0.217], [1.012, 1.338, 0.159], [-0.917, 2.238, 0.085], [-2.303, 1.373, -0.575], [-2.109, -0.999, -0.708], [-0.609, -1.732, -0.540]],
  "charge": 1,
  "total_energy_ha": -245.06247,
  "mol_weight_g_mol": 74.11,
  "lumo_ev": -3.20,
  "gap_ev": 11.9,
  "smiles": "CNC(N)=[NH2+]"
}

---

[3]
{
  "formula": "C2H10NO2",
  "method": "wB97M-V/def2-TZVPD",
  "symbols": ["C", "C", "N", "H", "H", "H", "H", "H", "H", "H", "H", "O", "H", "H", "O"],
  "coordinates": [[-1.415, 1.587, -1.255], [0.905, 1.810, -0.422], [-0.091, 1.094, -0.815], [-1.309, 1.861, -2.299], [-2.140, 0.780, -1.198], [-1.712, 2.467, -0.687], [0.789, 2.823, -0.059], [1.855, 1.317, -0.594], [0.114, 0.098, -0.608], [-0.381, -2.450, -0.419], [0.823, -2.042, -1.263], [-0.026, -1.710, -0.948], [0.151, -1.911, 3.807], [0.471, -2.622, 2.487], [0.631, -1.811, 2.977]],
  "charge": 1,
  "total_energy_ha": -287.14553,
  "mol_weight_g_mol": 80.11,
  "lumo_ev": -5.14,
  "gap_ev": 9.4
}

---

Repeat the second record exactly.
{
  "formula": "C2H8N3",
  "method": "wB97M-V/def2-TZVPD",
  "symbols": ["C", "N", "C", "N", "N", "H", "H", "H", "H", "H", "H", "H", "H"],
  "coordinates": [[1.659, -0.649, 0.505], [0.660, 0.396, 0.281], [-0.585, 0.285, -0.147], [-1.321, 1.396, -0.310], [-1.162, -0.890, -0.379], [1.952, -0.586, 1.548], [1.259, -1.636, 0.299], [2.464, -0.533, -0.217], [1.012, 1.338, 0.159], [-0.917, 2.238, 0.085], [-2.303, 1.373, -0.575], [-2.109, -0.999, -0.708], [-0.609, -1.732, -0.540]],
  "charge": 1,
  "total_energy_ha": -245.06247,
  "mol_weight_g_mol": 74.11,
  "lumo_ev": -3.20,
  "gap_ev": 11.9,
  "smiles": "CNC(N)=[NH2+]"
}